Entry 1:
C27H41F6FeN8O14S6 | ωB97M-V/def2-TZVPD

Cartesian coordinates (Å):
Fe 0.393252 -1.107479 0.195392
O -2.072841 2.114803 1.747032
S -1.896306 0.678748 1.702539
O -3.021122 -0.069681 1.222466
O -0.611138 0.410340 0.947837
C -1.559842 0.206837 3.397177
C -2.027142 1.084248 4.366876
C -1.733000 0.872670 5.704465
C -0.973407 -0.219683 6.089043
C -0.537178 -1.124592 5.136073
C -0.837914 -0.918372 3.796903
S -0.219999 -2.112013 2.656960
O -0.060604 -3.345499 3.350441
O 1.031628 -1.477699 2.125468
O -1.115471 -2.119822 1.487698
H -2.619292 1.931993 4.054434
H -2.095158 1.571135 6.447950
H -0.732876 -0.377421 7.131955
H 0.029663 -2.002754 5.412406
F 0.249773 -5.693563 1.462666
C 0.716927 -5.681521 0.230300
F -0.295880 -5.741700 -0.633586
F 1.519104 -6.714526 0.037241
S 1.652094 -4.132245 -0.135555
O 0.595699 -3.109293 -0.372700
O 2.432614 -4.410292 -1.301897
N 2.445413 -3.905849 1.191643
S 3.470238 -2.702549 1.038482
O 4.769367 -3.056976 0.566409
O 2.820593 -1.627732 0.275735
C 3.807074 -2.202955 2.820558
F 3.842368 -0.879353 2.873663
F 5.003335 -2.678404 3.143523
F 2.924809 -2.683554 3.676155
C -0.393850 5.643604 4.123749
C -0.679566 4.156329 4.296100
N 0.059129 3.338366 3.352193
C 1.247113 2.726621 3.543267
S 1.957780 1.860951 2.290629
N 1.823615 2.860312 4.753188
C 3.090565 2.246814 5.125533
C 4.296647 3.079630 4.716542
H -0.966683 6.235419 4.839083
H -0.665606 5.961604 3.117622
H 0.666677 5.853907 4.269261
H -1.737498 3.956958 4.120197
H -0.470920 3.842972 5.322026
H -0.433704 3.068007 2.510607
H 1.378667 3.445805 5.437722
H 3.134457 1.267080 4.651448
H 3.069597 2.108393 6.207717
H 4.299413 3.216584 3.636219
H 5.218327 2.572252 5.004043
H 4.279025 4.059103 5.197627
C -2.952698 -0.158513 -7.911601
C -1.848687 -0.012756 -6.872888
S -2.196026 -0.841160 -5.345002
O -2.691295 -2.164764 -5.619171
O -1.034075 -0.676261 -4.498506
C -3.521618 0.108804 -4.627612
C -4.193706 -0.603757 -3.450970
N -3.263225 -1.213436 -2.505177
C -2.407759 -0.510700 -1.728169
N -1.487139 -1.307610 -1.181384
C -1.765948 -2.573977 -1.642220
C -2.846030 -2.525013 -2.447650
N -3.509291 -3.646575 -3.052796
O -2.899833 -4.691775 -3.051908
O -4.640591 -3.489411 -3.478511
C -2.625354 0.946262 -1.512309
H -2.575075 0.123592 -8.892782
H -3.807143 0.479155 -7.686700
H -3.291965 -1.192048 -7.960836
H -1.632383 1.024068 -6.612589
H -0.921625 -0.494378 -7.190848
H -4.265837 0.260530 -5.409362
H -3.076741 1.061867 -4.343883
H -4.836989 -1.396742 -3.813566
H -4.800690 0.120659 -2.909569
H -1.215213 -3.440378 -1.344832
H -3.652190 1.119369 -1.191603
H -2.428281 1.523049 -2.417510
H -1.972554 1.309141 -0.732830
C 1.736071 -0.972970 -2.409275
C 2.480803 -0.295455 -3.590216
N 2.483946 1.154220 -3.435309
C 3.182125 1.511725 -2.208089
C 2.482402 0.889032 -0.973880
N 1.303558 0.081791 -1.430473
C 0.386590 1.007965 -2.129414
C 1.114380 1.631984 -3.349794
H 2.371069 -1.686179 -1.900047
H 0.836663 -1.477513 -2.763319
H 1.990835 -0.541678 -4.532648
H 3.514636 -0.637814 -3.635466
H 3.202221 2.599819 -2.131545
H 4.210396 1.156691 -2.282607
H 2.105115 1.653391 -0.298552
H 3.155086 0.248826 -0.427164
H 0.068265 1.760513 -1.409084
H -0.459011 0.434655 -2.473432
H 1.131514 2.720994 -3.281059
H 0.595326 1.346809 -4.266368

Forces on the atoms, in the same order (eV/Å):
-0.64 0.01 0.27
-0.04 0.06 -0.04
0.15 0.09 0.06
0.06 -0.02 0.02
-0.12 0.13 -0.21
0.17 0.00 0.03
0.00 -0.09 -0.07
-0.03 0.02 0.03
0.00 0.01 0.04
-0.07 -0.03 -0.07
-0.11 0.10 0.07
-0.26 0.07 -0.13
0.17 0.09 0.09
-0.01 -0.12 -0.25
-0.03 -0.33 0.08
0.04 0.01 0.02
-0.03 -0.01 0.00
0.00 -0.01 0.00
-0.01 -0.01 0.01
-0.03 -0.01 0.00
-0.15 0.16 0.13
0.00 -0.03 -0.01
0.02 -0.03 0.05
0.20 0.12 -0.44
0.34 -0.05 0.27
-0.18 -0.01 -0.04
-0.01 -0.07 -0.13
0.30 -0.04 -0.51
-0.02 0.01 0.04
0.15 0.06 0.66
-0.14 0.03 -0.14
-0.05 0.01 0.07
0.02 0.00 0.04
-0.06 0.05 0.02
0.02 -0.02 0.04
0.10 0.01 -0.12
-0.05 -0.01 0.13
-0.08 0.19 -0.11
0.12 -0.01 0.14
0.01 0.01 0.04
0.05 0.06 -0.05
-0.03 -0.01 0.00
0.00 0.00 0.01
0.01 0.01 0.00
0.00 0.01 0.00
0.01 0.05 0.04
-0.09 -0.06 0.02
0.10 0.01 -0.04
-0.01 -0.01 0.00
-0.01 -0.01 0.03
-0.01 -0.04 0.00
0.01 0.00 -0.01
0.01 0.01 0.00
0.00 0.01 0.00
0.03 -0.03 0.05
-0.12 -0.02 -0.11
0.13 -0.22 0.10
0.00 0.06 0.03
-0.08 0.01 -0.04
0.03 0.02 0.09
-0.11 -0.09 0.04
0.07 0.16 -0.12
-0.07 -0.06 0.44
0.06 -0.34 -0.41
-0.02 0.19 0.20
-0.04 -0.13 -0.21
0.05 0.04 0.16
0.02 -0.02 -0.05
-0.05 0.03 -0.04
0.04 -0.02 -0.03
0.00 0.04 0.00
-0.01 0.00 0.00
0.01 -0.01 -0.02
0.08 0.00 -0.05
0.02 0.04 0.00
-0.01 0.08 0.01
-0.08 0.04 -0.06
-0.02 0.02 0.00
-0.04 -0.03 -0.02
0.01 -0.07 0.01
0.00 -0.01 0.01
-0.01 -0.01 0.00
0.03 0.07 -0.08
0.01 0.33 -0.27
-0.10 -0.01 0.12
0.11 0.08 -0.17
-0.05 -0.05 0.03
-0.10 0.15 -0.24
0.21 -0.60 0.39
0.18 0.14 -0.05
-0.04 -0.03 0.04
0.02 -0.04 0.04
-0.02 -0.02 0.06
0.03 -0.03 -0.01
0.00 -0.01 -0.03
0.04 0.00 0.02
0.01 0.03 0.01
-0.07 -0.01 0.02
0.05 -0.04 0.08
0.00 -0.02 0.01
0.03 -0.01 -0.04
-0.02 0.00 0.00
-0.01 0.05 0.00

The spin multiplicity is 6. For the total energy, the calculation gives -184951.1515 eV. As for the total charge: 0. The energy relative to the best compared isomer or geometry (same formula, charge and spin) is 0.0 kJ/mol.

=====

Entry 2:
C27H41N2OPt | ωB97M-V/def2-TZVPD

Cartesian coordinates (Å):
C 0.981961 -2.447178 -0.236570
C 1.839332 -1.586576 -0.982293
C 1.266816 -1.372525 -2.267928
C -0.059241 -1.991495 -2.292935
C -0.219137 -2.628748 -0.977726
Pt -0.709199 -0.281732 -1.223503
C -2.722256 0.953589 -1.144003
C -2.232493 0.523913 0.113384
H -2.025101 1.226000 0.908846
C -2.039287 -0.877944 0.350737
H -2.826528 -1.558248 0.047163
H -1.522302 -1.151737 1.278426
C -2.776775 2.420768 -1.438711
H -2.140804 2.991830 -0.759700
H -2.458511 2.622889 -2.466684
H -3.799661 2.803547 -1.334154
C -3.524839 0.075584 -2.042826
H -3.362319 -0.988823 -1.834670
H -4.597837 0.290475 -1.982319
H -3.215313 0.242506 -3.087418
C 3.095784 -0.961241 -0.507716
H 2.999417 -0.646709 0.543324
H 3.964392 -1.627580 -0.583722
H 3.318602 -0.060649 -1.100989
C 1.986763 -0.871783 -3.460443
H 2.504749 0.075174 -3.256972
H 2.750991 -1.606060 -3.761114
H 1.313772 -0.723813 -4.311085
C -0.864431 -2.342278 -3.495591
H -0.877933 -1.515187 -4.211562
H -0.461543 -3.231922 -3.996180
H -1.901381 -2.541480 -3.208279
C -1.304765 -3.587364 -0.672648
H -2.223790 -3.339643 -1.222762
H -1.002236 -4.607086 -0.965741
H -1.543930 -3.600686 0.401163
C 1.285748 -3.096952 1.057848
H 0.371311 -3.427758 1.565893
H 1.915071 -3.989458 0.913810
H 1.810225 -2.417077 1.739505
C -0.013263 1.342958 -2.300289
C 0.648644 2.353297 -1.625472
C -0.302475 1.422692 -3.656861
C 1.096660 3.470663 -2.346817
H 0.789197 2.242327 -0.549053
C 0.155413 2.528442 -4.384486
H -0.883160 0.630512 -4.125635
C 0.862399 3.546486 -3.731628
H 1.631277 4.264261 -1.830738
H -0.042537 2.569189 -5.458387
H 1.216047 4.400912 -4.304314
C -0.618624 -1.555575 3.834908
N -0.042684 -0.247107 4.060522
C -0.396511 0.546025 5.224264
C 0.899108 1.173021 5.701437
C 1.433258 2.105317 4.640609
N 1.224368 1.562160 3.313518
C 1.947705 2.210122 2.241899
C 0.672147 0.324911 3.045387
O 0.774950 -0.220811 1.921863
H -1.287356 -1.578382 2.965077
H -1.201003 -1.845210 4.715310
H 0.189700 -2.281023 3.690181
H -1.124939 1.351410 4.968926
H -0.854321 -0.092560 5.979508
H 1.639189 0.389051 5.912309
H 0.728433 1.732812 6.626839
H 2.505241 2.302110 4.799219
H 0.933423 3.085487 4.731170
H 1.544832 3.200095 2.001436
H 3.006836 2.347830 2.483849
H 1.874713 1.572068 1.361562

Forces on the atoms, in the same order (eV/Å):
-1.65 -0.19 -0.26
-0.29 0.56 -1.48
-0.39 -1.03 0.50
1.26 -0.90 0.52
0.94 0.00 -0.69
2.36 -0.38 1.09
-1.73 1.12 0.82
-0.63 -0.84 -0.68
0.61 0.36 -0.23
-0.70 0.48 1.47
0.27 -0.16 -0.19
-0.33 0.11 -0.50
-0.24 0.01 0.02
0.05 -0.01 -0.09
0.02 0.05 0.11
-0.02 0.01 -0.04
0.21 -0.36 -0.52
-0.24 0.20 -0.09
-0.03 0.01 0.02
-0.19 -0.03 0.16
0.31 0.43 0.12
0.05 -0.18 -0.24
-0.12 0.03 0.03
-0.04 -0.30 0.16
0.33 0.37 -0.28
-0.16 -0.13 -0.13
-0.18 0.16 0.06
0.17 0.05 0.21
-0.11 0.06 -0.16
0.05 -0.19 0.03
-0.09 0.11 0.03
0.14 -0.03 -0.12
-0.36 -0.49 0.19
0.27 -0.13 0.21
-0.15 0.25 0.11
0.00 -0.07 -0.31
0.09 -0.09 0.47
0.13 0.00 -0.17
-0.10 0.20 0.04
0.04 -0.15 -0.18
-0.45 -0.57 0.40
0.35 0.71 -0.80
0.51 0.94 -0.11
-0.12 -0.28 -0.18
0.13 0.29 -0.25
-0.10 -0.26 0.12
0.15 0.21 -0.12
-0.08 -0.17 0.29
-0.05 0.02 -0.17
0.11 0.19 0.30
-0.04 -0.13 0.16
-0.15 -0.41 0.58
-0.88 0.19 0.33
-0.10 0.49 0.35
0.17 -0.05 0.64
-0.10 0.27 0.60
0.86 0.44 0.32
0.11 -0.13 -0.93
0.29 -1.42 -3.74
-0.16 1.21 2.87
0.34 0.20 0.04
0.21 0.17 -0.14
-0.11 0.13 -0.22
0.28 -0.58 -0.06
0.10 0.00 -0.15
-0.22 0.10 0.03
0.04 -0.13 -0.14
-0.26 -0.08 -0.28
0.02 -0.19 -0.35
-0.20 -0.11 0.25
-0.16 -0.11 0.33
-0.04 0.16 0.03

The spin multiplicity is 5. For the total energy, the calculation gives -36925.8236 eV. As for the total charge: +1.

=====

Entry 3:
C27H41N3O13 | ωB97M-V/def2-TZVPD

Cartesian coordinates (Å):
C -0.506352 5.532095 -0.155636
C -1.127323 4.115271 0.171210
C -2.696383 4.100055 0.147345
C -3.283057 3.137523 -0.943211
N -3.182854 1.704485 -0.542407
C -2.283615 1.076480 -1.519415
O -2.240224 -0.333394 -1.378816
C -0.955183 -0.851772 -1.689166
C -0.858583 -0.963711 -3.266854
C 0.489945 -0.402258 -3.859218
N 0.785447 0.981807 -3.455883
C -0.701291 -2.263979 -1.031436
C 0.528696 -2.244341 -0.069923
C 1.072222 -3.693896 0.194075
O 1.432657 -3.915051 1.546102
C 2.835117 -4.027187 1.748421
C 3.505286 -2.712180 2.261815
O -1.865772 -2.859132 -0.488230
C -2.177482 -2.387520 0.815824
C -1.842347 -3.513075 1.846404
O -1.254283 -3.000737 3.072355
N -0.906677 -4.113483 3.811554
O 0.104711 -3.938200 4.374325
H 0.284539 5.716680 0.599917
H -0.004454 5.493186 -1.140354
H -1.262309 6.332660 -0.089844
H -0.792485 3.793765 1.178694
H -0.669018 3.398751 -0.540152
H -3.056919 5.130152 -0.056918
H -3.076842 3.752797 1.124431
H -4.326600 3.430540 -1.188011
H -2.702286 3.352996 -1.874043
H -4.110695 1.333478 -0.739717
H -2.671978 1.273230 -2.555455
H -1.292086 1.562654 -1.453824
H -0.130710 -0.184385 -1.351588
H -1.671148 -0.365362 -3.735568
H -1.016601 -2.003673 -3.619432
H 1.304564 -1.110035 -3.620012
H 0.346894 -0.373513 -4.962070
H -0.076732 1.504996 -3.334049
H 1.255058 0.991780 -2.555700
H -0.394171 -2.923181 -1.874782
H 1.337656 -1.723776 -0.636275
H 0.381068 -1.653990 0.851380
H 0.299368 -4.453490 -0.066189
H 1.901635 -3.873277 -0.525288
H 2.966609 -4.759595 2.562819
H 3.396683 -4.428654 0.883081
H 3.041261 -2.350101 3.199882
H 4.551553 -2.978941 2.540554
H 3.583070 -1.924407 1.489791
H -3.280086 -2.257778 0.837546
H -1.753283 -1.400083 1.067429
H -1.186430 -4.299361 1.436663
H -2.796823 -4.020404 2.118948
C 3.615486 -9.093742 1.499315
C 3.007255 -10.186085 1.032117
C 1.524482 -10.251689 0.878650
O 1.019094 -11.262607 0.430928
C 0.739853 -9.085745 1.281602
C 1.345013 -7.991531 1.752529
C 2.833787 -7.918029 1.882058
O 3.349854 -6.898645 2.299760
O 0.639935 -6.909566 2.126924
O 3.698888 -11.281803 0.675449
H 4.689032 -9.035245 1.612976
H -0.334376 -9.151743 1.180646
H 1.292111 -6.248878 2.423233
H 3.030828 -11.921556 0.373330
C 1.174850 10.648983 -0.354302
C 0.603886 9.570447 -0.895685
C -0.879100 9.413137 -0.948253
O -1.351866 8.421363 -1.468675
C -1.703604 10.468707 -0.360503
C -1.132599 11.545643 0.183961
C 0.349756 11.715736 0.212068
O 0.822232 12.722272 0.702624
O -1.863239 12.530746 0.733281
O 1.334753 8.572383 -1.421089
H 2.247741 10.774775 -0.312596
H -2.776093 10.335807 -0.388721
H -1.217079 13.185590 1.050206
H 0.688164 7.919813 -1.742936

Forces on the atoms, in the same order (eV/Å):
0.27 -0.96 0.68
0.02 0.49 0.21
0.12 -0.61 -0.61
0.48 1.23 0.36
0.00 0.37 -1.09
-0.69 -0.07 -0.90
0.72 0.59 1.14
0.17 -0.78 -1.43
0.50 0.51 -0.06
-1.26 -0.30 -0.36
0.35 -0.48 0.33
0.72 0.08 -0.24
0.47 -0.22 -0.82
-0.92 0.24 -0.54
0.64 -0.20 -0.89
0.89 0.65 1.64
0.49 -0.63 -0.13
0.53 0.62 0.18
-0.93 -0.50 0.64
-1.09 -0.27 0.18
-0.01 0.37 -1.04
0.58 -0.33 0.14
-0.22 0.02 0.44
-0.37 0.19 -0.49
-0.46 0.34 0.35
0.46 -0.35 -0.22
-0.13 0.20 -0.58
-0.51 0.20 0.37
0.09 -0.59 0.20
0.07 0.34 -0.40
0.49 -0.34 0.34
-0.39 -0.32 0.42
0.22 -0.31 0.30
0.34 0.04 0.46
-0.32 -0.44 0.25
-0.73 -0.11 0.02
0.38 -0.30 0.48
0.09 0.49 0.29
-0.08 0.65 -0.11
0.33 -0.32 0.60
0.08 -0.06 -0.15
-0.03 0.11 -0.12
-0.33 0.21 0.55
-0.55 -0.09 0.39
-0.08 -0.52 -0.27
0.28 0.57 0.15
-0.20 0.01 0.68
-0.07 0.37 -0.44
-0.55 0.21 0.13
-0.04 -0.08 -0.73
-0.57 0.16 -0.24
-0.30 -0.25 0.43
0.65 0.06 -0.09
0.07 -0.57 -0.13
-0.16 0.66 -0.04
0.60 0.26 -0.13
-0.03 0.39 0.12
0.88 -0.35 -0.06
-0.73 0.37 0.10
0.30 -0.21 -0.05
0.07 -0.41 -0.17
-0.90 0.44 0.13
0.66 -0.33 -0.04
-0.30 -0.19 0.05
0.80 -0.47 -0.12
-0.64 0.37 0.08
-0.01 -0.01 -0.01
0.01 0.02 0.00
-0.13 0.26 -0.03
-0.02 -0.14 -0.06
-0.04 0.37 0.19
0.89 -0.29 -0.16
-0.70 0.31 0.18
0.27 -0.11 -0.12
0.04 -0.38 -0.20
-0.90 0.26 0.18
0.73 -0.29 -0.16
-0.31 0.16 0.11
0.67 -0.31 -0.20
-0.67 0.32 0.16
-0.01 -0.01 -0.01
0.01 0.02 0.00
0.01 0.14 0.07
-0.01 -0.15 -0.05

For the total energy, the calculation gives -59744.8193 eV. As for the total charge: 0.

=====

- The highest total charge belongs to which entry?
  C27H41N2OPt